# 1
ORCA calculation (ωB97M-V with the def2-TZVPD basis set) on the ion C5H9N2OS with charge +1 at a distorted geometry.

Computed properties:
charge = +1
SMILES = C[N+]1=NC(=O)C(C)(C)S1
energy above the lowest of the compared OMol25 structures with the same formula, charge and spin = 388.3 kJ/mol
energy = -21183.546 eV
HOMO-LUMO gap = 8.9 eV

XYZ file:
```
18
Properties=species:S:1:pos:R:3:nbo_charge:R:1
C 0.7765 -0.8238 -0.5894 0.592
C -0.1931 0.3230 -0.8779 -0.054
C -1.2724 -0.0513 -1.8454 -0.683
C 0.5748 1.6398 -1.1873 -0.634
C 0.0868 -0.8773 2.9131 -0.485
N 0.9212 -1.1657 0.8156 -0.096
N 0.1005 -0.6134 1.5109 -0.091
O 1.3944 -1.4138 -1.4024 -0.375
S -1.0025 0.5867 1.0214 0.480
H -1.0821 0.3902 -2.7780 0.255
H -2.3246 0.2748 -1.6095 0.265
H -1.1774 -1.1049 -2.1759 0.255
H 1.2605 1.4533 -1.9725 0.254
H 1.1495 1.7971 -0.3327 0.216
H 0.1891 2.5406 -1.4993 0.259
H 1.0991 -0.4193 3.3982 0.290
H 0.2611 -2.0461 3.1837 0.296
H -0.7615 -0.4898 3.4273 0.256
```

---

# 2
ORCA calculation (ωB97M-V with the def2-TZVPD basis set) on the ion C5H9N2S with charge +1 at a distorted geometry.

Computed properties:
charge = +1
energy above the lowest of the compared OMol25 structures with the same formula, charge and spin = 280.2 kJ/mol
energy = -19136.826 eV
HOMO-LUMO gap = 9.1 eV

XYZ file:
```
17
Properties=species:S:1:pos:R:3:nbo_charge:R:1
C 1.3509 0.0656 -0.2672 -0.069
C 1.0969 0.2596 -1.5401 -0.017
C -1.0798 -0.7276 -1.5144 -0.037
C -0.8826 -0.2176 0.4910 0.103
C 0.8684 0.4279 2.1171 -0.415
N 0.3534 0.0230 0.8380 -0.387
N -0.1545 0.0709 -2.1036 -0.586
S -2.1831 -0.1230 1.6010 0.185
H 2.3698 0.1729 0.2172 0.245
H 1.8689 0.4608 -2.3127 0.251
H -0.9651 -1.8144 -1.3894 0.235
H -2.1328 -0.3975 -1.6578 0.228
H 0.1309 0.2580 2.8568 0.228
H 1.7925 -0.2868 2.2421 0.232
H 1.2287 1.3652 2.2761 0.238
H -0.5716 0.8376 -2.4985 0.405
H -3.0909 -0.3746 0.6443 0.160
```

---

# 3
ORCA calculation (ωB97M-V with the def2-TZVPD basis set) on the ion C5H9N2S2 with charge +1 at a distorted geometry.

Computed properties:
charge = +1
energy above the lowest of the compared OMol25 structures with the same formula, charge and spin = 567.2 kJ/mol
energy = -29969.763 eV
HOMO-LUMO gap (spin up / spin down) = 5.8 / 7.1 eV

XYZ file:
```
18
Properties=species:S:1:pos:R:3:nbo_charge:R:1
C 1.4206 0.4508 -0.0368 0.375
C -0.6027 -0.7316 0.1412 0.273
C 2.1229 1.7603 -0.2620 -0.686
C -0.7452 1.6442 0.1638 -0.439
C -2.3551 -2.8257 -0.0302 -0.800
N 2.0320 -0.6680 0.1237 -0.549
N 0.0131 0.4091 0.0496 -0.406
S 3.4379 -1.4464 0.0867 0.437
S -2.1695 -1.0297 -0.1666 0.503
H 2.4162 1.8475 -1.2144 0.249
H 1.4186 2.6646 -0.2026 0.233
H 3.0310 2.0206 0.3378 0.274
H -1.4844 1.4398 0.9012 0.234
H -0.1469 2.3752 0.6913 0.244
H -1.0866 2.1349 -0.6893 0.243
H -1.5953 -3.4574 -0.2932 0.261
H -3.1285 -3.3530 -0.6105 0.288
H -2.5781 -3.2352 1.0102 0.266
```

---

# 4
ORCA calculation (ωB97M-V with the def2-TZVPD basis set) on an isolated molecule of C5H9N3 at a distorted geometry.

Computed properties:
charge = 0
SMILES = CC(C)n1cncn1
energy above the lowest of the compared OMol25 structures with the same formula, charge and spin = 63.4 kJ/mol
energy = -9800.810 eV
HOMO-LUMO gap = 10.4 eV

XYZ file:
```
17
Properties=species:S:1:pos:R:3:nbo_charge:R:1
C 1.9709 -0.8735 0.8394 -0.619
C 1.2678 -0.2536 -0.3451 -0.059
C 1.8274 1.1013 -0.7323 -0.620
C -0.7924 0.6874 0.8197 0.152
C -2.1848 -0.3123 -0.3877 0.109
H 1.9477 -0.2717 1.7668 0.207
H 3.0097 -1.1221 0.7311 0.221
H 1.5538 -1.8414 1.0500 0.223
H 1.2887 -0.9826 -1.1694 0.231
H 2.9432 1.0442 -0.7446 0.219
H 1.5120 1.4922 -1.7416 0.227
H 1.5936 1.8943 -0.0211 0.212
H -0.3263 1.2592 1.5533 0.204
H -3.1228 -0.6259 -0.7763 0.194
N -0.1632 -0.1813 -0.0774 -0.177
N -2.0795 0.6058 0.6395 -0.463
N -1.0334 -0.8448 -0.8210 -0.260
```

---

# 5
ORCA calculation (ωB97M-V with the def2-TZVPD basis set) on a structure of composition C5H9N3 at a distorted geometry.

Computed properties:
charge = 0
energy above the lowest of the compared OMol25 structures with the same formula, charge and spin = 510.8 kJ/mol
energy = -9796.172 eV
HOMO-LUMO gap = 9.4 eV

XYZ file:
```
17
Properties=species:S:1:pos:R:3:nbo_charge:R:1
C -0.9100 0.6655 0.7569 -0.216
C -0.0146 -1.0724 1.1383 -0.246
C 0.2885 0.0167 -0.0047 0.081
C -0.0283 -0.5047 -1.3128 -0.510
C 0.7300 0.5206 -2.1286 0.019
H -0.2761 1.2000 1.7104 0.100
H -1.7873 1.3603 0.5691 0.206
H -1.9481 -0.4497 2.0521 0.369
H 0.5681 -0.8068 2.1352 0.177
H 0.4923 -2.1245 1.0354 0.217
H 0.2343 -1.5302 -1.6021 0.221
H -1.0749 -0.6007 -1.4391 0.243
H 0.7273 0.4965 -3.1458 0.192
H 1.5536 1.3118 0.5934 0.356
N -1.4839 -0.5273 1.1032 -0.602
N 1.3990 1.3071 -1.3038 -0.207
N 1.5301 0.7378 -0.1572 -0.401
```

---

# 6
ORCA calculation (ωB97M-V with the def2-TZVPD basis set) on an isolated molecule of C5H9N3 at a distorted geometry.

Computed properties:
charge = 0
SMILES = C1=N[C@H]2CNC[C@@H]2N1
energy above the lowest of the compared OMol25 structures with the same formula, charge and spin = 383.7 kJ/mol
energy = -9797.490 eV
HOMO-LUMO gap = 9.7 eV

XYZ file:
```
17
Properties=species:S:1:pos:R:3:nbo_charge:R:1
C -1.3018 1.1501 -0.1795 -0.250
C -1.2033 -1.1647 -0.0001 -0.221
C 0.1101 -0.6033 -0.3409 -0.160
C 2.1590 -0.2556 0.1919 0.259
C 0.0913 0.7524 0.1345 -0.062
H -1.8679 1.9698 0.2416 0.214
H -1.3621 1.5192 -1.1808 0.191
H -2.3954 -0.0356 1.2531 0.349
H -1.7259 -1.8530 -0.8504 0.194
H -1.4572 -1.8016 0.9593 0.209
H 0.2333 -0.6180 -1.3952 0.213
H 3.1382 -0.1880 0.6663 0.204
H 1.8823 1.9360 0.0585 0.387
H -0.0267 0.7728 1.3312 0.124
N -2.1650 -0.0475 0.1554 -0.587
N 1.3363 -1.1611 -0.0292 -0.407
N 1.4644 1.0695 -0.1146 -0.658
```

---

# 7
ORCA calculation (ωB97M-V with the def2-TZVPD basis set) on an isolated molecule of C5H9N3 at a distorted geometry.

Computed properties:
charge = 0
SMILES = [H]/N=C/N1C[C@@H]2N[C@H]2C1
energy above the lowest of the compared OMol25 structures with the same formula, charge and spin = 506.4 kJ/mol
energy = -9796.218 eV
HOMO-LUMO gap = 9.7 eV

XYZ file:
```
17
Properties=species:S:1:pos:R:3:nbo_charge:R:1
C -1.9904 0.2241 -0.1672 0.296
C 0.2722 1.1778 -0.1985 -0.230
C 1.3740 0.4317 0.6108 -0.128
C 1.4146 -0.8050 -0.2935 -0.062
C -0.0413 -1.3279 -0.1348 -0.205
H -3.6055 -0.0754 0.7240 0.346
H -2.2486 1.3423 -0.2397 0.132
H 0.7224 1.6102 -1.0713 0.198
H -0.1005 1.9869 0.4575 0.210
H 1.0583 0.3847 1.6392 0.192
H 3.3319 -0.0179 -0.2933 0.378
H 1.3915 -0.3657 -1.2699 0.153
H -0.3915 -1.9428 -0.8947 0.208
H -0.3641 -1.7328 0.8560 0.223
N -2.7150 -0.5824 0.4290 -0.721
N -0.7026 0.0543 -0.4574 -0.452
N 2.5948 -0.3620 0.3037 -0.539
```

---

# 8
ORCA calculation (ωB97M-V with the def2-TZVPD basis set) on a cluster of 2 separate species, C5H9N3 in total at a distorted geometry.

Computed properties:
charge = 0
energy above the lowest of the compared OMol25 structures with the same formula, charge and spin = 668.1 kJ/mol
energy = -9794.543 eV
HOMO-LUMO gap = 8.7 eV

XYZ file:
```
17
Properties=species:S:1:pos:R:3:nbo_charge:R:1
C 1.8434 0.1324 1.3594 -0.440
C 0.1331 -0.6028 -0.1061 0.174
C -0.3101 0.8553 -1.9655 -0.074
C -1.4599 0.7627 -1.1333 -0.327
C -1.1919 -0.1423 0.0065 0.094
H 1.2155 1.2787 1.2301 0.243
H 2.7990 0.2693 0.6732 0.175
H 2.2377 -0.1483 2.5670 0.213
H 1.5812 -2.0000 0.6231 0.399
H 1.6785 0.7361 -1.3660 0.359
H -0.0136 1.2118 -3.0599 0.236
H -2.4860 0.8914 -1.4999 0.211
H -3.3235 -0.5592 0.6422 0.375
H -1.9277 -1.3297 1.4158 0.358
N 1.1058 -1.0855 0.9522 -0.672
N 0.5096 0.0002 -1.3306 -0.506
N -2.3910 -0.2699 0.9918 -0.818
```